Molecular formula: C9H11O3
Method: DFT, wB97M-V/def2-TZVPD

Geometry as XYZ:
```
23
Properties=species:S:1:pos:R:3:lowdin_charge:R:1
C -2.288 0.295 -1.177 -0.051
C -3.614 0.675 -0.351 -0.787
O -3.916 -0.155 0.525 -0.108
O -4.265 1.583 -0.914 -0.120
H -2.504 -0.614 -1.717 0.046
H -1.366 0.241 -0.600 0.018
H -2.082 1.057 -1.953 0.051
C 1.750 -2.656 0.891 -0.055
C 1.256 -0.734 -0.689 -0.058
C 1.380 -1.207 0.655 -0.257
C 0.983 0.552 -1.073 -0.053
C 0.891 1.543 -0.090 -0.340
C 1.235 -0.140 1.532 -0.080
C 1.082 1.190 1.257 -0.032
O 0.663 2.832 -0.500 0.046
H 1.395 -1.481 -1.467 0.108
H 0.717 1.064 -2.007 0.130
H 1.851 -2.741 1.976 0.069
H 2.758 -2.745 0.467 0.077
H 1.527 -0.325 2.575 0.109
H 0.166 3.191 0.230 0.097
H 1.269 2.017 1.936 0.114
H 1.111 -3.442 0.492 0.077
```

Summary:
- calculated total energy (eV) = -15654.2394
- HOMO-LUMO gap (eV) = 6.66
- HOMO energy (eV) = -3.61
- net charge = -1
- molar mass (g mol⁻¹) = 167.184
- max |F| (eV/A) = 3.69
- relative energy (zero: lowest compared OMol25 entry of this formula, charge and spin) (kcal per mole) = 47.5



Molecular formula: C9H11O3
Method: DFT, wB97M-V/def2-TZVPD

Geometry as XYZ:
```
23
Properties=species:S:1:pos:R:3:lowdin_charge:R:1
C -2.884 1.997 1.762 -0.048
C -2.285 0.845 2.689 -0.782
O -1.101 0.578 2.352 -0.128
O -2.969 0.444 3.605 -0.053
H -3.518 1.628 1.023 0.015
H -2.014 2.492 1.380 0.041
H -3.627 2.607 2.283 0.048
C -0.066 -1.558 0.868 -0.100
C 0.826 0.611 -1.924 0.005
C 2.130 0.059 -2.242 -0.353
C 0.030 -0.100 -1.059 -0.004
C 0.495 -1.314 -0.418 -0.296
C 2.514 -1.036 -1.606 -0.073
C 1.732 -1.819 -0.683 -0.045
O 2.792 0.918 -3.108 -0.019
H 0.642 1.477 -2.489 0.093
H -0.881 0.349 -0.786 0.096
H 3.524 -1.545 -1.844 0.123
H 3.695 0.576 -3.447 0.141
H -1.179 -1.255 0.840 0.107
H 0.146 -0.792 1.614 0.072
H 2.111 -2.692 -0.155 0.109
H -0.111 -2.469 1.346 0.051
```

Summary:
- calculated total energy (eV) = -15653.6218
- HOMO-LUMO gap (eV) = 6.79
- HOMO energy (eV) = -4.08
- net charge = -1
- molar mass (g mol⁻¹) = 167.184
- max |F| (eV/A) = 5.88
- relative energy (zero: lowest compared OMol25 entry of this formula, charge and spin) (kcal per mole) = 61.8



Molecular formula: C9H11P
Method: DFT, wB97M-V/def2-TZVPD

Geometry as XYZ:
```
21
Properties=species:S:1:pos:R:3:lowdin_charge:R:1
C 0.840 2.456 -0.240 -0.139
C -0.014 1.322 0.225 -0.569
P -0.484 1.595 2.103 0.834
C -1.520 0.828 -0.691 -0.003
C -0.895 -0.515 -0.619 -0.261
C -1.152 -1.789 -0.939 -0.043
C -0.171 -2.809 -0.641 -0.034
C 1.036 -2.356 0.035 -0.086
C 1.298 -1.058 0.409 -0.051
C 0.300 -0.170 0.051 -0.241
H 1.359 2.560 -1.145 0.047
H 1.634 2.690 0.549 0.078
H 0.069 3.307 -0.118 0.098
H 0.973 1.382 2.433 -0.069
H -1.004 0.244 2.083 -0.078
H -1.412 1.110 -1.705 0.086
H -2.463 1.114 -0.408 0.061
H -2.029 -2.189 -1.454 0.108
H -0.377 -3.759 -1.037 0.070
H 1.818 -3.119 0.200 0.100
H 2.195 -0.845 0.910 0.093
```

Summary:
- calculated total energy (eV) = -18796.9584
- HOMO-LUMO gap (eV) = 9.16
- HOMO energy (eV) = -8.35
- molar mass (g mol⁻¹) = 150.161
- max |F| (eV/A) = 4.75
- relative energy (zero: lowest compared OMol25 entry of this formula, charge and spin) (kcal per mole) = 28.1
- SMILES = C[C@@]1(P)Cc2ccccc21



Molecular formula: C9H12
Method: DFT, wB97M-V/def2-TZVPD

Geometry as XYZ:
```
21
Properties=species:S:1:pos:R:3:lowdin_charge:R:1
C 1.077 0.956 -2.546 0.037
C 0.388 0.340 -1.497 -0.274
C -1.067 0.400 -1.156 -0.198
C -1.467 -0.356 0.111 -0.214
C -0.643 -0.405 1.393 -0.312
C -0.863 -1.353 2.381 0.052
C 0.397 0.587 1.059 -0.145
C 2.021 0.396 0.854 -0.063
C 1.189 -0.102 -0.216 -0.238
H 0.461 1.128 -3.584 0.101
H 2.141 1.045 -2.717 0.036
H -1.494 1.560 -1.104 0.179
H -1.678 -0.161 -1.880 0.111
H -1.751 -1.474 -0.077 0.144
H -2.471 0.049 0.374 0.120
H -0.349 -1.524 3.239 0.001
H -1.890 -1.861 2.397 0.083
H -0.094 1.514 0.823 0.120
H 2.175 -0.647 1.335 0.123
H 2.847 1.249 0.933 0.140
H 1.072 -1.342 -0.123 0.195
```

Summary:
- calculated total energy (eV) = -9521.1314
- HOMO-LUMO gap (eV) = 9.17
- HOMO energy (eV) = -8.21
- molar mass (g mol⁻¹) = 120.195
- max |F| (eV/A) = 5.38
- relative energy (zero: lowest compared OMol25 entry of this formula, charge and spin) (kcal per mole) = 131.6
- SMILES = C=C1CCC(=C)[C@H]2C[C@H]12